[1]
Here is C27H30CdMgN9O9 as an isolated structure at a distorted geometry from the Open Molecules 2025 dataset. Energies are from ωB97M-V/def2-TZVPD.

Structure (ORCA input):
```
! RIJCOSX wB97M-V def2-TZVPD def2/J DEFGRID3
* xyz 1 1
Mg -2.30 -2.66 4.78
Cd 1.75 -5.40 -0.81
N -0.25 -0.98 0.57
O -0.71 -1.06 1.71
O -0.48 -0.04 -0.20
O 0.40 -1.95 0.06
N -2.80 -6.20 1.27
O -2.93 -5.31 2.11
O -3.77 -6.93 1.07
O -1.75 -6.30 0.60
N 2.05 -5.14 4.49
O 1.02 -4.50 4.81
O 2.40 -5.26 3.27
O 2.70 -5.70 5.35
N -0.66 4.97 3.99
C -1.27 5.40 5.17
C -2.59 5.76 4.83
C -2.76 5.55 3.44
C -1.54 5.08 2.95
H 0.32 4.71 3.96
H -0.75 5.23 6.10
H -3.42 6.14 5.40
H -3.62 5.80 2.84
H -1.10 4.83 2.00
N -1.24 4.15 -3.84
C -2.02 4.08 -4.91
C -1.99 5.24 -5.68
C -1.17 6.05 -4.97
C -0.70 5.40 -3.85
H -1.06 3.42 -3.17
H -2.74 3.30 -5.12
H -2.62 5.34 -6.55
H -0.86 7.03 -5.31
H -0.03 5.66 -3.04
N 4.40 3.41 2.73
C 4.91 4.45 3.46
C 4.66 5.63 2.77
C 3.99 5.37 1.61
C 3.80 3.99 1.61
H 4.39 2.44 2.99
H 5.57 4.30 4.31
H 4.89 6.61 3.16
H 3.68 6.04 0.83
H 3.47 3.39 0.78
N 0.64 -5.27 -4.56
C -0.47 -4.51 -4.92
C -0.97 -4.25 -6.18
C -0.38 -4.86 -7.28
C 0.62 -5.80 -6.99
C 1.09 -5.99 -5.66
H -1.14 -4.10 -4.18
H -1.90 -3.73 -6.33
H -0.73 -4.81 -8.30
H 0.92 -6.38 -7.86
H 1.93 -6.65 -5.54
N -5.76 -1.13 4.13
C -6.03 0.18 3.65
C -7.26 0.80 3.45
C -8.43 0.11 3.79
C -8.26 -1.23 4.15
C -6.98 -1.79 4.19
H -5.16 0.80 3.55
H -7.28 1.84 3.16
H -9.40 0.59 3.83
H -9.15 -1.81 4.32
H -7.07 -2.85 4.39
N 5.34 -3.65 -1.68
C 5.82 -2.65 -0.90
C 7.00 -1.91 -1.13
C 7.67 -2.11 -2.31
C 7.20 -3.12 -3.13
C 6.11 -3.89 -2.78
H 5.28 -2.52 0.03
H 7.38 -1.22 -0.39
H 8.51 -1.51 -2.63
H 7.80 -3.19 -4.03
H 5.80 -4.71 -3.41
*
```

Results
E_tot = -2583.480667 Eh
Kohn-Sham gap = 1.323 eV
Largest force on an atom = 4.45 eV Å⁻¹

Mulliken charges in e: 1.318, 1.046, 0.963, -0.581, -0.491, -0.518, 0.990, -0.562, -0.473, -0.515, 0.980, -0.506, -0.529, -0.457, 0.027, -0.600, -0.322, -0.516, -0.271, 0.203, 0.353, 0.379, 0.395, 0.413, 0.029, -0.300, -0.332, -0.447, -0.484, 0.181, 0.347, 0.381, 0.377, 0.385, -0.035, -0.524, -0.320, -0.333, -0.539, 0.192, 0.378, 0.381, 0.399, 0.410, -0.312, -0.145, -0.407, -0.198, -0.294, -0.280, 0.308, 0.338, 0.369, 0.328, 0.329, -0.223, -0.230, -0.441, -0.195, -0.350, -0.229, 0.334, 0.355, 0.392, 0.335, 0.311, -0.352, -0.184, -0.420, -0.179, -0.305, -0.277, 0.339, 0.359, 0.384, 0.314, 0.350

[2]
Here is C32H27IMoN8O6 as an isolated structure from the Open Molecules 2025 dataset. Energies are from ωB97M-V/def2-TZVPD.

Structure (ORCA input):
```
! RIJCOSX wB97M-V def2-TZVPD def2/J DEFGRID3
* xyz 2 3
Mo 0.43 -0.35 0.76
C -2.97 -3.15 0.07
C -2.59 -2.93 1.50
N -3.41 -3.34 2.46
C -3.07 -3.18 3.74
C -1.91 -2.58 4.18
C -1.67 -2.41 5.66
O -0.38 -2.82 6.08
C -1.03 -2.10 3.18
C 0.20 -1.44 3.57
N 0.94 -0.72 2.79
C 2.15 -0.17 3.32
C 2.23 0.31 4.62
C 3.44 0.81 5.10
C 4.56 0.83 4.30
C 4.50 0.38 2.99
C 3.29 -0.11 2.53
I 3.18 -0.77 0.54
C -1.38 -2.32 1.85
O -0.55 -1.93 0.84
H -4.03 -3.40 0.03
H -2.40 -3.98 -0.35
H -2.79 -2.26 -0.53
H -3.79 -3.57 4.46
H -2.45 -2.95 6.21
H -1.77 -1.36 5.94
H -0.39 -3.76 6.30
H 0.54 -1.61 4.59
H 1.35 0.32 5.25
H 3.48 1.19 6.11
H 5.50 1.23 4.68
H 5.37 0.41 2.35
C 0.43 -2.56 -2.08
C -0.02 -1.15 -2.27
N -0.01 -0.17 -1.37
C -0.46 0.98 -2.01
C -0.75 0.67 -3.29
N -0.47 -0.67 -3.44
C -0.56 -1.44 -4.70
N 0.72 -1.66 -5.28
N 1.27 -2.91 -5.21
N 2.37 -2.92 -5.83
C 2.59 -1.66 -6.37
C 3.65 -1.19 -7.14
C 3.59 0.12 -7.55
C 2.50 0.95 -7.21
C 1.44 0.49 -6.44
C 1.52 -0.84 -6.03
H 0.77 -2.72 -1.06
H 1.23 -2.80 -2.78
H -0.38 -3.26 -2.28
H -0.51 1.94 -1.52
H -1.13 1.27 -4.10
H -1.23 -0.89 -5.36
H -0.99 -2.42 -4.48
H 4.48 -1.83 -7.41
H 4.38 0.54 -8.16
H 2.48 1.97 -7.56
H 0.61 1.14 -6.20
O -1.27 0.69 1.32
C -0.70 1.83 1.13
O 0.53 1.73 0.77
C -1.38 3.10 1.26
C -0.69 4.27 0.94
C -1.33 5.49 1.05
C -2.64 5.50 1.49
C -3.35 4.35 1.83
C -2.71 3.13 1.70
N -3.33 6.81 1.63
O -2.77 7.77 1.14
O -4.38 6.81 2.23
H 0.34 4.22 0.62
H -0.85 6.42 0.81
H -4.36 4.43 2.18
H -3.22 2.22 1.94
*
```

Results
Energy relative to the best compared isomer or geometry (same formula, charge and spin) = 0.000 eV
E_tot = -2490.454218 Eh
Kohn-Sham gap (alpha / beta) = 5.348 / 5.624 eV
Expectation value of S² = 2.031
Largest force on an atom = 0.45 eV Å⁻¹

Mulliken charges in e: -0.054, -1.147, 0.700, -0.572, -1.010, 0.672, -0.865, -0.532, -0.018, -0.491, 0.571, 0.373, -0.278, -0.889, -0.631, -0.679, 0.398, 0.293, 0.333, -0.578, 0.396, 0.293, 0.261, 0.384, 0.454, 0.305, 0.316, 1.269, 0.561, 0.429, 0.422, 0.431, -1.343, 0.705, 0.634, -0.906, -0.548, 0.274, -1.427, 0.879, -0.486, -0.629, 0.211, -0.676, -0.545, -0.587, -0.706, 1.383, 0.218, 0.452, 0.336, 0.528, 0.520, 0.484, 0.334, 0.448, 0.395, 0.394, 0.311, -0.812, 1.601, -0.768, 0.200, -0.352, -0.684, 0.096, -0.690, -0.332, 0.970, -0.563, -0.556, 0.536, 0.508, 0.515, 0.563

[3]
Here is a 2-piece molecular cluster, C6H11N3OS overall at a distorted geometry from the Open Molecules 2025 dataset. Energies are from ωB97M-V/def2-TZVPD.

Structure (ORCA input):
```
! RIJCOSX wB97M-V def2-TZVPD def2/J DEFGRID3
* xyz 0 1
N 2.44 -1.93 0.27
C 2.21 -0.57 0.18
C 3.16 0.54 0.27
C 2.36 1.65 -0.03
N 1.04 1.22 -0.19
S -0.21 2.28 -0.51
O -0.58 2.80 1.12
N 0.99 -0.10 -0.11
H 3.32 -2.36 0.10
H 1.60 -2.48 -0.11
H 4.22 0.51 0.32
H 2.38 2.77 0.09
H -1.10 2.14 1.56
C -3.04 -0.32 0.75
C -2.57 -0.17 -0.44
C -1.83 -1.23 -1.08
H -3.80 0.35 1.31
H -2.70 -1.15 1.36
H -2.74 0.79 -0.94
H -0.72 -1.32 -1.05
H -2.17 -1.25 -2.15
H -2.26 -2.17 -0.71
*
```

Results
Energy relative to the best compared isomer or geometry (same formula, charge and spin) = 3.083 eV
Structure (SMILES) = Nc1ccn(SO)n1.C=CC
E_tot = -872.811358 Eh
Kohn-Sham gap = 9.024 eV
Largest force on an atom = 4.64 eV Å⁻¹

Mulliken charges in e: -0.468, 0.497, -0.813, -0.170, 0.335, 0.049, -0.482, -0.494, 0.224, 0.236, 0.360, 0.343, 0.334, -0.887, 0.242, -0.930, 0.253, 0.239, 0.391, 0.114, 0.273, 0.353

[4]
Here is a 2-piece molecular cluster, C3H9NO2 overall at a distorted geometry from the Open Molecules 2025 dataset. Energies are from ωB97M-V/def2-TZVPD.

Structure (ORCA input):
```
! RIJCOSX wB97M-V def2-TZVPD def2/J DEFGRID3
* xyz 0 1
C -0.26 1.60 -0.27
C -0.05 0.14 0.15
C -0.26 -1.04 -0.92
N -0.78 -0.71 -2.24
O 0.20 -2.14 -0.70
H 0.11 1.67 -1.24
H 0.25 2.28 0.50
H -1.41 1.74 -0.23
H 0.87 0.03 0.76
H -0.81 -0.14 0.83
H -1.58 -0.05 -2.25
H -0.74 -1.66 -2.73
O 1.19 1.38 3.15
H 0.78 2.14 3.67
H 0.31 0.91 2.93
*
```

Results
Energy relative to the best compared isomer or geometry (same formula, charge and spin) = 1.501 eV
Structure (SMILES) = CCC(N)=O.O
E_tot = -324.917458 Eh
Kohn-Sham gap = 10.410 eV
Largest force on an atom = 3.74 eV Å⁻¹

Mulliken charges in e: -1.108, -0.237, 0.231, -0.462, -0.579, 0.418, 0.289, 0.239, 0.413, 0.263, 0.246, 0.274, -0.641, 0.324, 0.329

[5]
Here is C42H34Cl3N15O5SiW as an isolated structure at a distorted geometry from the Open Molecules 2025 dataset. Energies are from ωB97M-V/def2-TZVPD.

Structure (ORCA input):
```
! RIJCOSX wB97M-V def2-TZVPD def2/J DEFGRID3
* xyz 0 3
W -1.70 0.82 0.87
C 2.60 0.64 -0.29
O 2.92 1.31 0.92
C 2.17 2.37 1.32
C 2.83 3.33 2.08
C 2.19 4.43 2.62
C 0.84 4.59 2.40
C 0.14 3.64 1.66
C -1.31 3.82 1.52
N -2.10 2.96 0.99
N -3.45 3.35 0.90
C -4.18 2.30 0.70
O -3.71 1.09 0.63
C -5.64 2.46 0.49
C -6.35 3.43 1.18
C -7.72 3.55 0.99
C -8.37 2.71 0.09
C -7.65 1.75 -0.61
C -6.29 1.62 -0.40
C 0.78 2.52 1.10
O 0.08 1.64 0.39
H 3.44 -0.04 -0.47
H 2.53 1.34 -1.12
H 1.68 0.08 -0.20
H 3.89 3.16 2.24
H 2.75 5.16 3.19
H 0.31 5.44 2.81
H -1.74 4.74 1.90
H -5.83 4.07 1.88
H -8.28 4.29 1.54
H -9.43 2.80 -0.05
H -8.16 1.10 -1.31
H -5.72 0.85 -0.91
C 2.45 -2.68 3.53
N 1.56 -1.61 3.12
C 0.71 -1.55 2.09
N 0.12 -0.37 2.07
C 0.68 0.27 3.14
N 1.56 -0.44 3.80
C 3.83 -2.56 2.94
C 4.91 -2.18 3.73
C 6.18 -2.03 3.18
C 6.38 -2.26 1.83
C 5.30 -2.64 1.04
C 4.04 -2.79 1.59
C 5.50 -2.87 -0.40
N 6.59 -2.87 -1.08
N 6.21 -3.09 -2.42
C 4.93 -3.19 -2.41
O 4.40 -3.07 -1.17
C 3.99 -3.33 -3.53
C 4.44 -3.28 -4.84
C 3.52 -3.30 -5.87
C 2.16 -3.35 -5.60
C 1.71 -3.41 -4.29
C 0.24 -3.33 -3.93
N 0.01 -2.15 -3.11
C -0.34 -2.10 -1.81
N -0.22 -0.88 -1.35
C 0.24 -0.20 -2.43
N 0.40 -0.92 -3.52
C 2.63 -3.42 -3.26
H 1.99 -3.62 3.24
H 2.49 -2.63 4.62
H 0.51 -2.37 1.43
H 0.43 1.28 3.44
H 4.76 -2.00 4.79
H 7.01 -1.74 3.80
H 7.35 -2.14 1.38
H 3.21 -3.09 0.96
H 5.50 -3.21 -5.04
H 3.86 -3.25 -6.90
H 1.44 -3.31 -6.41
H -0.06 -4.18 -3.33
H -0.38 -3.29 -4.82
H -0.69 -2.96 -1.26
H 0.48 0.85 -2.41
H 2.29 -3.45 -2.23
Cl -4.39 -1.70 2.38
Si -2.86 -1.55 1.00
Cl -1.78 -3.37 1.22
Cl -3.85 -2.06 -0.80
C -3.03 0.96 -4.83
N -2.58 1.44 -3.53
C -1.90 2.61 -3.28
C -1.59 2.59 -1.95
N -2.07 1.43 -1.40
C -2.66 0.77 -2.37
H -3.20 1.81 -5.48
H -3.95 0.41 -4.71
H -2.27 0.32 -5.27
H -1.69 3.33 -4.05
H -1.07 3.33 -1.36
H -3.15 -0.18 -2.27
O -2.01 0.97 2.82
N -2.12 1.79 3.83
C -2.02 1.21 4.99
C -1.78 -0.21 5.17
N -1.59 -1.34 5.29
C -2.12 2.07 6.15
N -2.17 2.73 7.09
*
```

Results
Energy relative to the best compared isomer or geometry (same formula, charge and spin) = 1.051 eV
E_tot = -4555.752994 Eh
Kohn-Sham gap (alpha / beta) = 7.062 / 7.872 eV
Expectation value of S² = 2.016
Largest force on an atom = 1.78 eV Å⁻¹

Mulliken atomic charge list, values in e, 99 entries: 3.840, -0.185, -0.470, -0.503, -0.331, -0.949, -0.939, 0.770, -0.936, 0.725, -1.474, 0.518, -0.585, -0.031, -0.468, -0.732, -0.369, -0.808, -0.160, 1.069, 0.887, 0.197, 0.308, -0.239, 0.492, 0.391, 0.461, 0.433, 0.446, 0.385, 0.391, 0.400, 0.387, -1.730, 1.052, -0.512, 0.701, -1.682, -0.945, 1.046, -0.773, -0.748, -1.033, -0.085, 0.264, 0.601, -0.536, -0.521, 0.688, -0.150, 0.001, -0.930, -0.694, -0.799, 0.674, -1.042, 0.781, -0.652, 0.511, -1.008, -0.993, 0.064, 0.360, 0.496, 0.238, 0.849, 0.423, 0.412, 0.536, 0.510, 0.526, 0.393, 0.387, 0.308, 0.419, 0.246, 0.949, 0.543, -0.331, 0.389, -0.422, -0.370, -0.940, 0.289, -0.949, -0.778, 0.539, -0.957, 0.337, 0.345, 0.319, 0.436, 0.369, 0.360, 0.027, -0.796, 1.090, -0.009, -0.516

[6]
Here is one molecule with the formula CHF2O2P at a distorted geometry from the Open Molecules 2025 dataset. Energies are from ωB97M-V/def2-TZVPD.

Structure (ORCA input):
```
! RIJCOSX wB97M-V def2-TZVPD def2/J DEFGRID3
* xyz 0 3
C 0.32 -0.78 -0.63
O -0.50 2.34 1.49
O 0.32 0.59 0.12
F -0.66 -0.83 -1.45
F 0.15 -1.71 0.34
P -0.99 1.07 1.01
H 1.36 -0.69 -0.88
*
```

Results
Energy relative to the best compared isomer or geometry (same formula, charge and spin) = 0.438 eV
E_tot = -730.154838 Eh
Kohn-Sham gap (alpha / beta) = 7.891 / 8.438 eV
Expectation value of S² = 2.011
Largest force on an atom = 6.09 eV Å⁻¹

Mulliken charges in e: 0.419, -0.307, -0.245, -0.170, -0.219, 0.289, 0.232